{
  "formula": "C27H33AsAuF6N5O3PS",
  "method": "the ωB97M-V functional and the def2-TZVPD basis",
  "elements": ["Au", "C", "C", "C", "N", "C", "C", "H", "H", "H", "H", "H", "N", "C", "P", "O", "O", "C", "N", "H", "H", "H", "H", "H", "H", "H", "H", "H", "H", "F", "As", "F", "F", "F", "F", "F", "O", "S", "C", "C", "C", "C", "C", "C", "C", "C", "C", "C", "C", "C", "C", "C", "H", "H", "H", "H", "H", "H", "H", "H", "H", "H", "H", "H", "H", "H", "N", "C", "C", "C", "C", "N", "C", "C", "H", "H", "H", "H"],
  "positions_angstrom": [[1.276, 0.254, 0.773], [6.018, -0.890, 0.059], [5.667, -0.010, 1.072], [4.323, 0.264, 1.272], [3.380, -0.300, 0.532], [3.695, -1.151, -0.433], [5.018, -1.474, -0.703], [7.060, -1.117, -0.126], [6.413, 0.449, 1.702], [4.012, 0.951, 2.044], [2.879, -1.586, -0.991], [5.257, -2.174, -1.489], [3.606, 5.310, -0.696], [3.972, 3.968, -1.200], [2.324, 3.144, -1.659], [1.356, 4.274, -1.431], [2.152, 1.836, -0.968], [2.256, 2.978, -3.548], [1.415, 4.107, -4.004], [3.988, 6.082, -1.254], [3.878, 5.472, 0.279], [2.542, 5.307, -0.766], [4.451, 3.378, -0.422], [4.665, 4.030, -2.036], [1.768, 2.026, -3.759], [3.228, 2.978, -4.038], [1.037, 4.511, -3.090], [0.631, 3.832, -4.606], [1.938, 4.836, -4.502], [-0.904, -0.816, 2.060], [-0.545, -2.633, 2.772], [0.999, -2.004, 3.235], [-2.087, -3.032, 1.991], [-0.260, -4.177, 3.292], [-1.327, -1.992, 4.152], [0.180, -2.845, 1.104], [-0.568, -0.604, -0.630], [-1.563, -1.531, -0.090], [-3.164, -0.491, -0.033], [-4.309, -1.259, 0.456], [-5.294, -1.700, -0.452], [-6.433, -2.320, 0.004], [-6.590, -2.582, 1.374], [-5.658, -2.090, 2.296], [-4.515, -1.471, 1.842], [-1.907, -2.810, -1.439], [-2.152, -2.289, -2.784], [-1.093, -1.723, -3.522], [-1.238, -1.472, -4.866], [-2.472, -1.697, -5.484], [-3.541, -2.219, -4.755], [-3.397, -2.489, -3.412], [-3.282, -0.120, -1.048], [-2.852, 0.296, 0.653], [-5.186, -1.470, -1.501], [-7.213, -2.599, -0.689], [-7.413, -3.198, 1.716], [-5.819, -2.239, 3.354], [-3.759, -1.145, 2.545], [-2.740, -3.371, -1.020], [-0.990, -3.401, -1.380], [-0.167, -1.500, -3.013], [-0.408, -1.100, -5.448], [-2.610, -1.432, -6.523], [-4.474, -2.442, -5.253], [-4.207, -2.949, -2.868], [-0.159, 1.039, 8.063], [0.131, 1.047, 6.960], [0.509, 1.026, 5.586], [-0.264, 1.658, 4.611], [0.124, 1.532, 3.288], [1.209, 0.850, 2.933], [1.982, 0.298, 3.859], [1.670, 0.357, 5.208], [-1.145, 2.225, 4.875], [-0.457, 1.983, 2.497], [2.854, -0.251, 3.539], [2.302, -0.134, 5.932]],
  "forces_ev_per_a": [[1.029, 0.182, 1.085], [0.038, -0.012, 0.020], [-0.288, -0.033, -0.046], [0.680, 0.324, 0.414], [-1.080, 0.287, 0.381], [0.321, -0.493, -0.490], [-0.210, 0.091, 0.050], [-0.005, -0.056, -0.015], [0.008, 0.061, 0.048], [-0.084, 0.085, 0.051], [-0.034, -0.082, -0.074], [-0.068, -0.056, -0.046], [-0.369, 0.605, 0.331], [-0.279, -1.059, -0.271], [0.546, -0.138, -0.306], [-0.270, 0.411, 0.053], [0.119, -0.105, -0.319], [0.370, -0.659, 0.850], [-0.584, 0.621, -0.055], [-0.053, -0.145, 0.143], [0.029, -0.012, -0.211], [0.345, 0.377, 0.052], [0.006, 0.096, 0.055], [-0.022, 0.110, -0.008], [-0.019, 0.137, -0.093], [-0.053, 0.045, 0.010], [0.008, 0.047, -0.494], [0.224, 0.024, 0.071], [-0.105, -0.168, 0.057], [0.116, -1.004, -0.111], [-0.055, 1.875, -0.744], [-0.618, -0.414, -0.182], [0.595, 0.223, 0.233], [0.036, -0.455, 0.051], [0.264, -0.535, -0.450], [-0.592, 0.102, 0.753], [0.220, -0.110, 0.068], [-0.066, 0.462, -1.298], [-1.308, 0.295, 1.269], [0.409, 0.279, -0.263], [-0.598, -0.152, -0.154], [0.143, 0.125, -0.388], [0.051, -0.053, -0.120], [0.608, 0.117, 0.043], [-0.210, -0.077, 0.593], [0.531, -1.153, 0.421], [-0.054, 0.717, -0.258], [-0.066, -0.019, 0.041], [-0.065, 0.078, 0.132], [-0.120, 0.027, 0.184], [0.010, -0.032, -0.135], [0.169, -0.074, 0.074], [0.191, -0.147, -0.189], [0.169, -0.050, -0.009], [0.009, -0.054, -0.131], [-0.010, -0.120, -0.033], [-0.104, 0.156, 0.006], [0.038, -0.019, 0.061], [-0.037, 0.032, 0.022], [0.017, -0.176, 0.044], [-0.090, -0.057, 0.152], [0.166, -0.115, -0.068], [0.056, 0.059, -0.029], [0.018, -0.119, -0.111], [-0.063, 0.053, -0.010], [-0.136, -0.058, 0.090], [-0.279, 0.011, 0.942], [0.126, 0.067, -0.631], [0.220, -0.041, -0.246], [0.222, -0.097, -0.285], [-0.570, 0.348, 0.427], [0.270, -0.258, -1.122], [0.358, -0.290, 0.620], [-0.093, 0.188, -0.408], [-0.028, -0.008, -0.020], [-0.070, 0.053, -0.036], [-0.018, -0.063, -0.084], [0.037, -0.005, 0.048]],
  "lumo_energy_ev": [-14.82, -14.83],
  "spin_multiplicity": 2,
  "charge": 4,
  "e_homo_ev": [-18.51, -18.49]
}

***

{
  "formula": "C4H10S",
  "method": "the ωB97M-V functional and the def2-TZVPD basis",
  "elements": ["C", "C", "H", "H", "H", "H", "C", "S", "C", "H", "H", "H", "H", "H", "H"],
  "positions_angstrom": [[-0.432, 0.745, 3.304], [-1.388, 0.795, 2.403], [-0.530, 1.111, 4.323], [0.581, 0.387, 3.142], [-2.383, 1.163, 2.627], [-1.204, 0.612, 1.356], [-1.005, -0.642, -1.425], [0.761, -0.796, -1.690], [1.357, 0.578, -0.688], [-1.221, -0.257, -0.441], [-1.494, -1.593, -1.622], [-1.455, 0.076, -2.078], [0.906, 0.644, 0.302], [2.433, 0.502, -0.643], [1.123, 1.525, -1.182]],
  "forces_ev_per_a": [[0.785, 0.124, 0.858], [-0.281, 0.551, -0.320], [-0.528, -0.201, -0.058], [-0.124, 0.002, -0.550], [0.092, 0.005, 0.144], [0.040, -0.433, 0.025], [-0.132, 0.104, -0.165], [0.185, -0.273, 0.252], [-0.453, 0.689, -0.484], [0.010, -0.431, 0.508], [0.101, -0.085, 0.276], [-0.144, 0.506, -0.736], [0.162, -0.423, 0.085], [0.233, -0.111, 0.214], [0.054, -0.021, -0.047]],
  "lumo_energy_ev": 1.04,
  "charge": 0,
  "e_homo_ev": -8.47
}

***

{
  "formula": "C4H9N3",
  "method": "the ωB97M-V functional and the def2-TZVPD basis",
  "elements": ["C", "C", "C", "C", "N", "N", "N", "H", "H", "H", "H", "H", "H", "H", "H", "H"],
  "positions_angstrom": [[2.503, 0.322, 1.210], [-1.484, 0.066, 1.319], [0.494, -0.303, -0.141], [-1.480, 0.573, -1.113], [1.380, -0.012, 0.758], [0.577, -1.113, -1.187], [-0.944, 0.124, 0.148], [3.211, 1.127, 0.764], [2.773, 0.022, 2.219], [-2.506, 0.428, 1.322], [-0.888, -0.293, 2.274], [-1.831, 1.585, -1.060], [-2.194, -0.046, -1.614], [-0.614, 0.587, -1.834], [1.329, -1.742, -1.338], [-0.326, -1.323, -1.726]],
  "forces_ev_per_a": [[1.189, 2.246, 0.104], [1.501, -0.210, 0.427], [-0.491, -0.649, 1.840], [0.763, 1.210, -2.249], [-0.977, -0.819, -1.302], [-2.488, 0.245, -0.138], [2.643, -0.737, 0.429], [-1.345, -1.408, 0.185], [0.119, -0.534, -0.024], [-0.224, -0.159, 0.538], [-1.344, 0.734, -2.163], [-0.428, 0.457, 0.278], [-0.884, -0.674, 0.412], [-1.148, 0.567, 0.750], [1.093, -0.355, -0.210], [2.020, 0.086, 1.122]],
  "lumo_energy_ev": -10.06,
  "charge": 2,
  "e_homo_ev": -19.92
}

***

{
  "formula": "C18H20N4O3",
  "method": "the ωB97M-V functional and the def2-TZVPD basis",
  "elements": ["C", "C", "C", "C", "N", "O", "C", "N", "N", "C", "O", "C", "C", "C", "O", "N", "C", "H", "H", "H", "C", "H", "H", "C", "C", "C", "C", "C", "C", "C", "H", "H", "H", "H", "H", "H", "H", "H", "H", "H", "H", "H", "H", "H", "H"],
  "positions_angstrom": [[5.860, 2.741, -0.338], [5.057, 1.514, -0.121], [3.829, 1.123, -0.573], [3.654, -0.159, 0.013], [4.697, -0.481, 0.742], [5.563, 0.545, 0.662], [2.513, -1.018, -0.146], [1.504, -0.797, -0.933], [0.661, -1.833, -0.785], [1.189, -2.634, 0.088], [2.373, -2.178, 0.529], [0.588, -3.880, 0.621], [-0.901, -3.890, 0.268], [-1.497, -2.585, 0.795], [-1.095, -2.100, 1.838], [-2.470, -2.003, 0.059], [-2.989, -2.552, -1.171], [-2.285, -2.433, -1.999], [-3.908, -2.023, -1.418], [-3.230, -3.607, -1.049], [-2.805, -0.623, 0.342], [-3.893, -0.502, 0.350], [-2.418, -0.400, 1.338], [-2.162, 0.329, -0.683], [-2.201, 1.739, -0.175], [-1.162, 2.228, 0.607], [-1.204, 3.515, 1.110], [-2.289, 4.332, 0.840], [-3.331, 3.854, 0.064], [-3.286, 2.565, -0.439], [-4.101, 2.198, -1.047], [-4.180, 4.486, -0.151], [-2.323, 5.338, 1.232], [-0.388, 3.885, 1.715], [-0.315, 1.590, 0.817], [-2.689, 0.257, -1.637], [-1.128, 0.015, -0.834], [-1.010, -3.962, -0.811], [-1.394, -4.739, 0.744], [0.723, -3.879, 1.704], [1.101, -4.751, 0.206], [3.142, 1.635, -1.210], [6.035, 3.245, 0.611], [5.334, 3.410, -1.011], [6.828, 2.483, -0.763]],
  "forces_ev_per_a": [[0.108, -0.198, 0.179], [-0.870, -0.092, -0.433], [0.577, -0.029, 0.324], [1.076, 0.567, 0.296], [-0.859, -1.062, 0.107], [0.406, 0.719, -0.154], [-0.814, -0.168, -0.444], [1.266, 1.057, 0.099], [-0.606, -1.253, 0.311], [-0.292, 0.110, -0.429], [0.228, 0.028, 0.154], [0.035, -0.059, 0.173], [0.247, 0.242, 0.135], [-0.354, -0.344, -0.131], [0.325, 0.026, 0.283], [-0.282, 0.096, 0.056], [0.112, -0.179, -0.136], [-0.037, -0.016, -0.064], [-0.009, -0.038, -0.008], [-0.022, 0.019, -0.087], [0.151, 0.219, 0.159], [0.039, 0.015, 0.032], [-0.145, 0.006, -0.143], [-0.090, -0.090, 0.235], [-0.034, -0.016, -0.154], [-0.013, -0.005, -0.012], [0.055, 0.043, 0.064], [-0.016, 0.109, 0.033], [-0.080, 0.088, 0.017], [0.023, -0.017, 0.005], [-0.073, -0.050, -0.080], [-0.060, 0.048, -0.017], [-0.001, 0.074, 0.026], [0.065, 0.022, 0.045], [0.112, -0.091, 0.024], [0.061, -0.009, -0.074], [-0.034, -0.006, -0.059], [-0.080, -0.089, -0.002], [-0.017, -0.002, -0.049], [-0.009, -0.046, -0.088], [-0.023, 0.010, 0.040], [-0.118, 0.200, -0.172], [0.012, 0.083, 0.016], [-0.007, 0.030, -0.022], [0.050, 0.047, -0.056]],
  "lumo_energy_ev": 0.65,
  "charge": 0,
  "e_homo_ev": -8.76
}

***

ΔE to the lowest compared entry with this formula, charge and spin, respectively: 112.3, 29.0, 51.6, 61.8 kcal/mol.